No. 1
Formula: C2H3ClS
Source: OMol25
Level of theory: the ωB97M-V functional and the def2-TZVPD basis

Cartesian coordinates (Å):
C1 0.055 0.671 0.018
C2 1.325 0.152 0.052
S1 1.708 -1.706 0.005
Cl1 2.737 1.114 -0.008
H1 0.036 1.787 0.050
H2 -0.910 0.165 -0.007
H3 0.518 -2.064 -0.566

Total charge ... 0
Gap between HOMO and LUMO ... 9.80 eV
Electronic energy ... -936.34103 Eh
Energy above the lowest of the compared OMol25 structures with the same formula, charge and spin ... 41.45 kJ/mol
SMILES ... C=C(S)Cl
Multiplicity ... 1
Lowest unoccupied orbital energy ... 0.68 eV


No. 2
Formula: C30H30N4O2
Source: OMol25
Level of theory: the ωB97M-V functional and the def2-TZVPD basis

Cartesian coordinates (Å):
C1 7.477 0.644 2.424
C2 6.084 1.161 2.440
C3 5.149 0.681 1.540
C4 3.843 1.138 1.534
C5 2.888 0.582 0.541
C6 3.450 2.096 2.472
N1 2.060 2.524 2.513
C7 0.953 1.770 2.604
N2 -0.157 2.524 2.667
C8 -1.544 2.088 2.698
C9 -1.934 1.117 3.623
C10 -0.961 0.563 4.601
C11 -3.238 0.652 3.607
C12 -4.173 1.141 2.711
C13 -5.569 0.630 2.722
C14 -3.771 2.107 1.803
C15 -2.470 2.580 1.772
C16 -2.076 3.581 0.743
C17 0.279 3.876 2.639
C18 1.624 3.876 2.504
C19 4.378 2.586 3.396
C20 3.984 3.583 4.428
C21 5.681 2.118 3.357
H1 8.088 1.118 3.193
H2 7.489 -0.431 2.605
H3 7.950 0.829 1.460
H4 5.444 -0.074 0.833
H5 1.929 1.098 0.576
H6 3.282 0.686 -0.471
H7 2.709 -0.476 0.734
H8 -1.451 -0.090 5.324
H9 -0.195 -0.021 4.089
H10 -0.464 1.365 5.147
H11 -3.530 -0.114 4.302
H12 -6.175 1.108 1.953
H13 -5.587 -0.445 2.542
H14 -6.044 0.819 3.685
H15 -4.489 2.489 1.099
H16 -2.873 3.741 0.013
H17 -1.858 4.544 1.205
H18 -1.187 3.246 0.204
H19 -0.362 4.740 2.709
H20 2.265 4.737 2.411
H21 4.788 3.752 5.148
H22 3.752 4.544 3.967
H23 3.106 3.241 4.977
H24 6.399 2.499 4.061
N3 -3.784 -5.626 -3.843
C22 -3.485 -5.314 -2.764
C23 -3.127 -4.941 -1.462
C24 -2.503 -3.722 -1.221
C25 -2.158 -3.355 0.057
C26 -2.425 -4.195 1.137
C27 -2.053 -3.777 2.475
C28 -2.160 -4.522 3.570
N4 -1.757 -3.985 4.844
O1 -1.647 -4.764 5.798
O2 -1.534 -2.770 4.934
C29 -3.050 -5.417 0.888
C30 -3.395 -5.782 -0.389
H25 -2.292 -3.068 -2.051
H26 -1.673 -2.409 0.234
H27 -1.658 -2.782 2.595
H28 -2.529 -5.529 3.555
H29 -3.270 -6.080 1.705
H30 -3.881 -6.727 -0.571

Total charge ... 0
Gap between HOMO and LUMO ... 6.54 eV
Electronic energy ... -1530.53168 Eh
Energy above the lowest of the compared OMol25 structures with the same formula, charge and spin ... 0.00 kJ/mol
Multiplicity ... 1
Lowest unoccupied orbital energy ... -1.41 eV


No. 3
Formula: C14H24Cl3N2O3S4SbSe2SiW
Source: OMol25
Level of theory: the ωB97M-V functional and the def2-TZVPD basis

Cartesian coordinates (Å):
W1 0.347 0.265 0.823
C1 -0.469 -1.024 4.661
Se1 -1.281 -0.432 2.969
C2 -1.650 1.379 3.589
C3 -0.439 2.318 3.575
Se2 1.223 1.394 3.106
C4 2.261 2.959 2.656
H1 -1.201 -0.787 5.431
H2 0.484 -0.551 4.881
H3 -0.340 -2.100 4.591
H4 -2.056 1.256 4.591
H5 -2.424 1.774 2.929
H6 -0.276 2.791 4.541
H7 -0.571 3.079 2.805
H8 1.687 3.573 1.967
H9 2.480 3.485 3.583
H10 3.179 2.617 2.188
S1 -3.346 3.675 1.228
Sb1 -2.264 2.516 -0.369
S2 -2.096 0.202 0.328
S3 0.128 2.569 0.158
S4 -2.568 2.566 -2.591
O1 -3.975 -3.818 -2.982
C5 -4.080 -2.605 -3.714
N1 -2.995 -1.754 -3.348
C6 -1.870 -1.643 -4.109
O2 -1.713 -2.177 -5.187
C7 -0.834 -0.732 -3.519
C8 -0.126 0.145 -4.322
C9 0.737 1.032 -3.713
C10 0.868 1.010 -2.338
N2 0.240 0.123 -1.554
C11 -0.598 -0.731 -2.158
H11 -4.790 -4.315 -3.100
H12 -5.018 -2.096 -3.481
H13 -4.008 -2.794 -4.786
H14 -3.101 -1.128 -2.564
H15 -0.289 0.140 -5.392
H16 1.280 1.773 -4.282
H17 1.485 1.739 -1.837
H18 -1.134 -1.430 -1.530
Cl1 1.477 -3.251 -0.854
Si1 0.345 -2.180 0.500
Cl2 -1.334 -3.354 0.731
Cl3 1.396 -2.319 2.350
C12 4.422 -0.354 1.542
O3 3.093 0.175 1.427
C13 2.333 0.056 0.313
C14 3.120 -0.330 -0.901
H19 4.737 -0.102 2.551
H20 5.093 0.106 0.818
H21 4.412 -1.437 1.425
H22 3.802 -1.150 -0.676
H23 2.491 -0.647 -1.722
H24 3.723 0.525 -1.227

Total charge ... 0
Gap between HOMO and LUMO ... 6.04 eV
Electronic energy ... -9256.28146 Eh
Energy above the lowest of the compared OMol25 structures with the same formula, charge and spin ... 112.85 kJ/mol
Multiplicity ... 1
Lowest unoccupied orbital energy ... -1.67 eV


No. 4
Formula: C2Cl5NO2
Source: OMol25
Level of theory: the ωB97M-V functional and the def2-TZVPD basis

Cartesian coordinates (Å):
C1 -0.031 0.659 0.047
C2 -1.387 -0.050 -0.039
N1 0.948 -0.388 0.188
O1 1.295 -0.783 1.291
O2 1.372 -0.823 -0.828
Cl1 0.308 1.574 -1.426
Cl2 0.185 1.718 1.452
Cl3 -2.706 1.178 0.148
Cl4 -1.468 -1.293 1.222
Cl5 -1.531 -0.715 -1.680

Total charge ... 0
Gap between HOMO and LUMO (spin up / spin down) ... 8.90 / 7.33 eV
Electronic energy ... -2582.14998 Eh
Multiplicity ... 3
Lowest unoccupied orbital energy (spin up / spin down) ... 0.34 / -3.88 eV


No. 5
Formula: C4H5FO2
Source: OMol25
Level of theory: the ωB97M-V functional and the def2-TZVPD basis

Cartesian coordinates (Å):
C1 -0.966 -0.550 0.866
C2 -0.200 -0.270 -0.382
C3 0.225 1.199 -0.506
C4 1.306 -0.519 -0.248
H1 -0.535 0.155 1.549
H2 -2.031 -0.461 0.787
H3 -0.662 -1.603 1.125
H4 -0.319 1.896 0.160
H5 0.261 1.617 -1.488
O1 1.584 0.834 -0.173
O2 2.052 -1.438 -0.185
F1 -0.715 -0.860 -1.505

Total charge ... 0
Gap between HOMO and LUMO ... 11.61 eV
Electronic energy ... -405.73706 Eh
Energy above the lowest of the compared OMol25 structures with the same formula, charge and spin ... 78.94 kJ/mol
Multiplicity ... 1
Lowest unoccupied orbital energy ... 0.80 eV


No. 6
Formula: C5H13N2
Source: OMol25
Level of theory: the ωB97M-V functional and the def2-TZVPD basis

Cartesian coordinates (Å):
C1 1.282 -0.394 -1.768
C2 1.002 1.065 -1.427
C3 -0.313 1.395 -0.696
C4 -1.051 0.291 0.071
N1 -0.734 0.286 1.494
C5 -0.656 -0.735 2.308
N2 -0.567 -1.981 1.916
H1 0.429 -0.821 -2.303
H2 1.288 -0.995 -0.849
H3 2.204 -0.541 -2.316
H4 1.089 1.678 -2.319
H5 1.810 1.402 -0.789
H6 -0.160 2.304 -0.138
H7 -1.039 1.760 -1.429
H8 -0.617 -0.613 -0.363
H9 -2.101 0.297 -0.169
H10 -0.420 1.169 1.879
H11 -0.732 -0.584 3.379
H12 -0.332 -2.241 0.966
H13 -0.381 -2.742 2.553

Total charge ... +1
Gap between HOMO and LUMO ... 11.04 eV
Electronic energy ... -307.57505 Eh
Energy above the lowest of the compared OMol25 structures with the same formula, charge and spin ... 122.25 kJ/mol
SMILES ... CCCCNC=[NH2+]
Multiplicity ... 1
Lowest unoccupied orbital energy ... -3.72 eV


No. 7
Formula: C32H30N10SSc
Source: OMol25
Level of theory: the ωB97M-V functional and the def2-TZVPD basis

Cartesian coordinates (Å):
Sc1 -0.417 -0.598 -0.476
C1 -3.024 -2.714 -0.210
N1 -2.222 -2.203 -1.346
C2 -2.991 -1.605 -2.460
C3 -2.581 -0.186 -2.650
N2 -1.446 0.310 -2.179
C4 -1.427 1.667 -2.573
C5 -0.464 2.654 -2.392
C6 -0.735 3.901 -2.917
C7 -1.924 4.163 -3.618
C8 -2.875 3.184 -3.821
C9 -2.591 1.936 -3.281
N3 -3.296 0.729 -3.302
C10 -2.318 -2.388 1.062
N4 -1.066 -1.965 1.081
C11 -0.714 -1.845 2.438
C12 0.493 -1.489 3.031
C13 0.535 -1.482 4.412
C14 -0.589 -1.824 5.182
C15 -1.786 -2.193 4.598
C16 -1.815 -2.196 3.209
N5 -2.816 -2.531 2.289
H1 -4.031 -2.299 -0.220
H2 -3.128 -3.798 -0.275
H3 -1.734 -2.997 -1.731
H4 -2.789 -2.154 -3.381
H5 -4.065 -1.674 -2.291
H6 0.468 2.456 -1.880
H7 -0.009 4.695 -2.804
H8 -2.091 5.154 -4.021
H9 -3.782 3.380 -4.379
H10 -4.170 0.565 -3.780
H11 1.370 -1.253 2.438
H12 1.458 -1.226 4.918
H13 -0.511 -1.818 6.261
H14 -2.644 -2.480 5.193
H15 -3.740 -2.865 2.521
N6 3.915 0.106 -0.865
C17 4.439 1.185 -0.085
C18 5.804 1.348 0.037
C19 6.299 2.376 0.830
C20 5.429 3.210 1.511
C21 4.054 3.027 1.400
C22 3.571 2.022 0.584
S1 1.830 1.876 0.314
N7 1.672 0.234 -0.221
C23 2.683 -0.380 -0.777
C24 2.440 -1.739 -1.343
C25 3.472 -2.613 -1.619
C26 3.189 -3.843 -2.200
C27 1.874 -4.149 -2.484
C28 0.899 -3.236 -2.131
N8 1.151 -2.057 -1.557
H16 4.591 -0.411 -1.404
H17 6.484 0.681 -0.484
H18 7.368 2.516 0.916
H19 5.813 4.009 2.132
H20 3.370 3.681 1.928
H21 4.497 -2.373 -1.367
H22 3.986 -4.540 -2.424
H23 1.597 -5.083 -2.956
H24 -0.132 -3.473 -2.339
C29 -0.439 1.842 2.798
C30 -1.602 1.643 1.892
N9 -1.714 0.860 0.819
C31 -3.040 0.982 0.393
C32 -3.705 1.837 1.197
N10 -2.781 2.239 2.131
H25 0.333 1.107 2.608
H26 -0.761 1.738 3.836
H27 -0.011 2.837 2.674
H28 -3.432 0.455 -0.457
H29 -4.723 2.187 1.188
H30 -2.953 2.892 2.881

Total charge ... +3
Gap between HOMO and LUMO ... 6.72 eV
Electronic energy ... -2943.30244 Eh
Energy above the lowest of the compared OMol25 structures with the same formula, charge and spin ... 36.22 kJ/mol
Multiplicity ... 1
Lowest unoccupied orbital energy ... -8.62 eV


No. 8
Formula: C29H45Ge2N3RuS2Si
Source: OMol25
Level of theory: the ωB97M-V functional and the def2-TZVPD basis

Cartesian coordinates (Å):
Ru1 0.364 0.889 0.956
C1 -0.513 1.520 3.932
C2 -0.339 2.865 3.254
N1 0.622 2.804 2.141
C3 2.049 2.966 2.493
C4 2.640 1.778 3.211
S1 2.309 0.191 2.345
C5 1.493 -0.817 3.620
C6 -0.011 -0.865 3.462
N2 -0.555 0.409 2.948
H1 -1.435 1.548 4.515
H2 0.290 1.325 4.637
H3 -0.039 3.613 3.992
H4 -1.290 3.181 2.836
H5 0.406 3.592 1.535
H6 2.196 3.849 3.122
H7 2.591 3.131 1.563
H8 2.291 1.682 4.235
H9 3.724 1.882 3.235
H10 1.830 -0.429 4.582
H11 1.899 -1.822 3.510
H12 -0.458 -1.129 4.425
H13 -0.268 -1.640 2.745
H14 -1.514 0.249 2.654
C7 -4.294 2.243 -4.082
Si1 -2.589 2.769 -3.552
C8 -2.168 4.553 -3.865
C9 -1.333 1.670 -4.392
C10 -2.636 2.601 -1.620
C11 -3.719 3.197 -0.950
C12 -3.876 3.067 0.416
C13 -2.947 2.309 1.136
N3 -1.884 1.773 0.563
C14 -1.731 1.943 -0.779
S2 -0.227 1.304 -1.285
H15 -4.311 2.145 -5.170
H16 -5.053 2.980 -3.809
H17 -4.588 1.283 -3.652
H18 -2.306 4.770 -4.927
H19 -1.128 4.771 -3.611
H20 -2.809 5.233 -3.300
H21 -1.392 1.864 -5.466
H22 -1.549 0.610 -4.232
H23 -0.308 1.871 -4.077
H24 -4.450 3.767 -1.512
H25 -4.709 3.531 0.927
H26 -3.085 2.134 2.198
C15 -2.454 -3.428 0.643
Ge1 -1.226 -3.022 -0.808
C16 -0.239 -4.521 -1.542
C17 -2.000 -1.801 -2.114
Ge2 0.804 -1.377 0.078
C18 1.805 -2.776 1.022
C19 1.164 -3.770 1.774
C20 1.900 -4.758 2.408
C21 3.288 -4.761 2.301
C22 3.933 -3.776 1.562
C23 3.200 -2.791 0.912
C24 2.099 -0.896 -1.327
C25 2.776 0.326 -1.307
C26 3.726 0.636 -2.271
C27 4.002 -0.278 -3.281
C28 3.350 -1.502 -3.309
C29 2.409 -1.812 -2.336
H27 -3.406 -3.652 0.152
H28 -2.613 -2.592 1.323
H29 -2.137 -4.308 1.198
H30 -0.958 -5.339 -1.649
H31 0.564 -4.844 -0.883
H32 0.159 -4.268 -2.523
H33 -2.812 -2.348 -2.603
H34 -1.264 -1.515 -2.865
H35 -2.414 -0.914 -1.636
H36 0.081 -3.781 1.860
H37 1.396 -5.528 2.978
H38 3.863 -5.542 2.780
H39 5.011 -3.782 1.468
H40 3.719 -2.043 0.326
H41 2.598 1.053 -0.517
H42 4.255 1.580 -2.235
H43 4.733 -0.034 -4.041
H44 3.575 -2.219 -4.088
H45 1.922 -2.781 -2.356

Total charge ... +3
Gap between HOMO and LUMO (spin up / spin down) ... 4.21 / 4.27 eV
Electronic energy ... -6629.93332 Eh
Energy above the lowest of the compared OMol25 structures with the same formula, charge and spin ... 50.98 kJ/mol
Multiplicity ... 2
Lowest unoccupied orbital energy (spin up / spin down) ... -11.88 / -11.81 eV


No. 9
Formula: H22HeO11
Source: OMol25
Level of theory: the ωB97M-V functional and the def2-TZVPD basis

Cartesian coordinates (Å):
He1 0.020 0.168 -0.693
O1 -0.413 2.665 2.344
H1 -0.665 2.080 3.058
H2 -0.933 2.370 1.597
O2 1.589 -2.509 1.385
H3 1.025 -2.028 1.992
H4 1.971 -3.208 1.915
O3 -0.416 -3.272 -0.464
H5 -1.258 -2.848 -0.299
H6 0.140 -2.992 0.264
O4 2.101 1.313 1.256
H7 2.418 2.065 0.755
H8 1.150 1.422 1.276
O5 0.492 3.162 -1.081
H9 0.489 2.907 -2.003
H10 -0.304 3.683 -0.973
O6 0.879 -0.190 -3.272
H11 0.863 0.709 -3.601
H12 1.483 -0.163 -2.530
O7 -2.511 -1.548 -0.583
H13 -3.436 -1.691 -0.382
H14 -2.517 -1.072 -1.414
O8 -2.060 -0.014 -2.939
H15 -1.114 0.056 -3.069
H16 -2.395 0.858 -3.145
O9 2.915 -0.020 -1.075
H17 3.279 -0.872 -0.833
H18 2.672 0.382 -0.241
O10 -1.634 0.183 1.367
H19 -2.440 0.641 1.127
H20 -1.516 -0.472 0.679
O11 0.031 -0.978 3.213
H21 0.667 -0.391 3.620
H22 -0.571 -0.396 2.749

Total charge ... 0
Gap between HOMO and LUMO ... 9.66 eV
Electronic energy ... -843.74595 Eh
Energy above the lowest of the compared OMol25 structures with the same formula, charge and spin ... 57.13 kJ/mol
Multiplicity ... 1
Lowest unoccupied orbital energy ... -0.26 eV


No. 10
Formula: C33H28BF8IN4O3PS3Tc
Source: OMol25
Level of theory: the ωB97M-V functional and the def2-TZVPD basis

Cartesian coordinates (Å):
Tc1 -0.031 0.511 -1.113
C1 -3.296 -1.520 0.361
N1 -2.726 -0.540 1.285
C2 -1.278 -0.583 3.275
C3 -2.496 1.597 3.256
N2 -2.373 1.750 1.773
B1 -2.022 3.303 1.535
N3 -1.550 3.827 0.136
C4 -2.188 4.844 -0.533
C5 -1.370 5.280 -1.520
N4 -0.225 4.522 -1.452
C6 0.960 4.694 -2.281
C7 -0.369 3.637 -0.457
S1 0.756 2.402 0.028
C8 -2.493 0.745 0.947
S2 -2.243 1.032 -0.782
H1 -2.566 -2.296 0.120
H2 -3.637 -1.049 -0.554
H3 -4.154 -1.990 0.845
H4 -0.973 -1.305 4.032
H5 -2.525 2.614 3.634
H6 -3.032 3.902 1.802
H7 -1.130 3.539 2.314
H8 -3.167 5.179 -0.243
H9 -1.501 6.048 -2.261
H10 0.731 5.425 -3.051
H11 1.223 3.751 -2.746
H12 1.788 5.053 -1.672
I1 -0.694 -1.734 -2.468
C9 -0.246 -3.473 -1.355
C10 -0.382 -4.554 -2.187
C11 -0.296 -5.871 -1.707
C12 -0.088 -6.065 -0.381
C13 0.081 -4.971 0.503
C14 0.338 -5.274 1.859
C15 0.581 -4.288 2.761
C16 0.569 -2.959 2.318
C17 0.277 -2.589 1.023
P1 0.534 -0.775 0.809
C18 2.353 -0.731 0.956
C19 3.074 -1.577 0.109
C20 4.457 -1.586 0.142
C21 5.135 -0.745 1.017
C22 4.425 0.094 1.859
C23 3.035 0.099 1.835
C24 -0.127 -0.131 2.364
C25 -2.614 -1.012 2.673
C26 -3.768 -0.455 3.470
C27 -3.732 0.851 3.690
C28 -1.257 0.877 3.808
C29 -0.017 1.058 2.970
C30 0.022 -3.613 0.045
H13 -0.579 -4.401 -3.240
H14 -0.410 -6.702 -2.389
H15 -0.030 -7.064 0.030
H16 0.359 -6.315 2.156
H17 0.806 -4.512 3.794
H18 0.842 -2.193 3.033
H19 2.551 -2.246 -0.568
H20 5.008 -2.250 -0.511
H21 6.217 -0.751 1.044
H22 4.949 0.744 2.547
H23 2.494 0.748 2.510
H24 -2.653 -2.099 2.612
H25 -4.601 -1.084 3.757
H26 -4.537 1.388 4.175
H27 -1.193 1.014 4.887
H28 0.636 1.909 2.840
F1 2.316 -0.444 -3.875
C31 2.719 0.541 -3.137
F2 2.235 0.430 -1.888
C32 4.213 0.811 -3.162
F3 4.906 -0.321 -2.995
F4 4.528 1.653 -2.188
F5 4.549 1.335 -4.332
F6 0.661 1.020 -5.691
C33 -0.228 1.998 -5.499
F7 0.427 3.159 -5.440
F8 -1.072 2.025 -6.519
S3 -1.147 1.717 -3.932
O1 -1.799 0.441 -4.097
O2 -1.958 2.876 -3.728
O3 0.013 1.627 -2.984

Total charge ... +1
Gap between HOMO and LUMO (spin up / spin down) ... 6.45 / 6.45 eV
Electronic energy ... -4457.03980 Eh
Energy above the lowest of the compared OMol25 structures with the same formula, charge and spin ... 0.00 kJ/mol
Multiplicity ... 2
Lowest unoccupied orbital energy (spin up / spin down) ... -4.60 / -4.61 eV


- The lowest electronic energy belongs to which entry?
  C14H24Cl3N2O3S4SbSe2SiW